# 1
2
Properties=species:S:1:pos:R:3:mulliken_charge:R:1 method="wB97M-V/def2-TZVPD" multiplicity=2 total_charge=+1 s_squared=0.753
Cu -22.191 16.645 -17.184 0.73
Br -19.660 16.658 -16.575 0.27

=====

# 2
5
Properties=species:S:1:pos:R:3:mulliken_charge:R:1 method="wB97M-V/def2-TZVPD" multiplicity=1 smiles=N#S(F)(F)Br
N -1.245 1.289 0.302 -0.30
F -0.257 -0.540 -1.356 -0.17
F -0.489 -1.096 0.909 -0.17
S -0.234 0.295 0.065 0.68
Br 2.225 0.051 0.080 -0.04

=====

# 3
9
Properties=species:S:1:pos:R:3:mulliken_charge:R:1 method="wB97M-V/def2-TZVPD" multiplicity=3 s_squared=2.016
N -0.396 -0.043 -0.742 -0.15
F 2.197 -1.648 1.585 -0.19
F 1.610 -0.919 -1.874 -0.20
F -1.180 0.372 1.680 -0.22
F -2.777 0.148 -0.028 -0.21
P 1.135 -0.341 -0.469 0.47
P -1.369 0.845 0.167 0.73
S -1.397 2.790 -0.098 -0.17
Br 2.315 1.485 -0.322 -0.06

=====

Which energy above the lowest of the compared OMol25 structures with the same formula, charge and spin belongs to each record? In order, 2.56 27.88 0.00 kcal/mol.
Which energy belongs to each record? In order, -114672.309 -87799.233 -111815.669 eV.